(1)
ORCA calculation (ωB97M-V/def2-TZVPD) on a molecular structure, C4H4O4 in a non-equilibrium geometry.

As for the relative energy (zero: lowest compared OMol25 entry of this formula, charge and spin): 74.6 kcal per mole. The spin multiplicity is 1.

CARTESIAN COORDINATES (ANGSTROEM)
C  1.47  -0.71  -0.20
C  0.75  1.07  0.05
C  0.05  -1.13  -0.08
C  -0.56  0.26  0.01
O  2.55  -1.17  -0.34
O  0.92  2.24  0.09
O  -1.27  0.43  1.20
O  -1.29  0.39  -1.11
H  -0.40  -1.62  -0.97
H  -0.16  -1.64  0.88
H  -0.59  0.54  1.85
H  -1.48  1.32  -1.38

***

(2)
ORCA calculation (ωB97M-V/def2-TZVPD) on a single C4H12N2 molecule in a non-equilibrium geometry.

As for the relative energy (zero: lowest compared OMol25 entry of this formula, charge and spin): 18.5 kcal per mole. The spin multiplicity is 1. The SMILES is NCCCCN.

CARTESIAN COORDINATES (ANGSTROEM)
C  1.59  0.08  0.71
N  2.29  0.62  -0.45
C  0.44  -0.88  0.34
C  -0.39  -0.40  -0.84
C  -1.57  0.53  -0.45
N  -2.31  -0.06  0.71
H  1.33  0.89  1.43
H  2.31  -0.50  1.31
H  3.31  0.63  -0.33
H  2.04  1.59  -0.62
H  -0.10  -0.87  1.28
H  0.94  -1.80  0.01
H  -0.75  -1.30  -1.37
H  0.19  0.13  -1.59
H  -1.26  1.55  -0.13
H  -2.19  0.58  -1.35
H  -2.47  -1.04  0.48
H  -3.24  0.34  0.66

***

(3)
ORCA calculation (ωB97M-V/def2-TZVPD) on a single C28H29N3O2S molecule.

As for the relative energy (zero: lowest compared OMol25 entry of this formula, charge and spin): 4.9 kcal per mole. The spin multiplicity is 1. The SMILES is Cc1ccc(C)c(N(CC(=O)NC2CCCC2)C(=O)c2cc3cc4cc(C)ccc4nc3s2)c1.

CARTESIAN COORDINATES (ANGSTROEM)
C  0.07  1.73  3.30
C  0.38  2.26  1.94
C  1.03  1.46  1.01
C  1.31  1.93  -0.27
C  0.96  3.23  -0.64
C  0.32  4.02  0.30
C  0.03  3.55  1.56
H  -0.48  4.19  2.27
H  0.03  5.03  0.02
C  1.25  3.75  -2.02
H  2.19  4.31  -2.03
H  1.32  2.94  -2.74
H  0.46  4.44  -2.33
N  1.98  1.07  -1.18
C  1.43  -0.10  -1.57
O  2.06  -0.97  -2.17
C  0.00  -0.28  -1.24
C  -1.04  0.55  -1.49
C  -2.29  0.02  -1.04
C  -3.56  0.54  -1.09
C  -4.62  -0.21  -0.55
C  -5.96  0.24  -0.57
C  -6.97  -0.51  -0.03
C  -6.66  -1.76  0.55
C  -5.38  -2.23  0.59
C  -4.33  -1.47  0.04
N  -3.08  -1.98  0.10
C  -2.13  -1.26  -0.42
S  -0.46  -1.77  -0.44
H  -5.14  -3.18  1.03
H  -7.47  -2.34  0.97
C  -8.39  -0.04  -0.05
H  -9.01  -0.74  -0.61
H  -8.79  0.00  0.97
H  -8.48  0.95  -0.50
H  -6.17  1.20  -1.02
H  -3.75  1.50  -1.55
H  -0.95  1.50  -1.98
C  3.40  1.30  -1.40
H  3.59  2.38  -1.38
H  3.67  0.88  -2.37
C  4.20  0.63  -0.27
O  4.71  1.26  0.63
N  4.24  -0.70  -0.40
H  3.71  -1.13  -1.16
C  4.74  -1.60  0.62
H  5.31  -0.98  1.32
C  3.57  -2.33  1.30
C  3.30  -3.50  0.37
H  2.70  -4.28  0.85
H  2.77  -3.16  -0.52
C  4.71  -3.99  0.02
H  4.73  -4.52  -0.93
H  5.07  -4.67  0.79
C  5.58  -2.72  -0.02
H  5.84  -2.45  -1.04
H  6.51  -2.87  0.53
H  2.71  -1.68  1.43
H  3.89  -2.68  2.28
H  1.32  0.46  1.27
H  -0.52  0.82  3.23
H  -0.47  2.45  3.89
H  1.00  1.48  3.82

***

(4)
ORCA calculation (ωB97M-V/def2-TZVPD) on a gas-phase ion, C4H14N3OS (charge +1) in a non-equilibrium geometry.

As for the net charge: +1. As for the relative energy (zero: lowest compared OMol25 entry of this formula, charge and spin): 0.0 kcal per mole. The spin multiplicity is 1. The SMILES is C[NH2+]CCC[S@@](=N)(N)=O.

CARTESIAN COORDINATES (ANGSTROEM)
C  1.76  -0.79  -2.01
C  0.26  1.47  0.49
C  1.40  0.68  -0.10
C  -0.43  0.74  1.62
N  -1.84  -0.20  -0.77
N  -2.56  -0.82  2.03
N  0.77  -0.41  -0.92
O  -0.43  -1.77  0.92
S  -1.38  -0.71  1.09
H  2.68  -1.11  -1.43
H  1.27  -1.40  -2.71
H  1.99  0.24  -2.46
H  0.76  2.27  1.20
H  -0.25  2.01  -0.39
H  2.10  0.27  0.75
H  2.07  1.18  -0.80
H  -1.04  1.46  2.20
H  0.36  0.39  2.27
H  -2.65  0.41  -0.56
H  -2.92  -1.79  2.37
H  -0.27  -0.03  -1.20
H  -2.26  -0.87  -1.30
H  0.63  -1.22  -0.29

***

(5)
ORCA calculation (ωB97M-V/def2-TZVPD) on a gas-phase ion, C3H4NO (charge +1) in a non-equilibrium geometry.

As for the net charge: +1. As for the relative energy (zero: lowest compared OMol25 entry of this formula, charge and spin): 25.3 kcal per mole. The spin multiplicity is 1.

CARTESIAN COORDINATES (ANGSTROEM)
C  1.19  -0.05  -0.11
C  0.34  -0.47  1.00
C  -0.94  0.32  -0.52
N  0.40  0.46  -0.97
O  -0.87  -0.26  0.73
H  2.35  -0.03  -0.25
H  0.60  -1.02  1.84
H  -1.40  1.28  -0.38
H  -1.66  -0.22  -1.34

***

(6)
ORCA calculation (ωB97M-V/def2-TZVPD) on 2 unconnected molecules or ions with the total composition C20H35N3O4S in a non-equilibrium geometry.

For the total energy, the calculation gives -1645.85349 Eh. The spin multiplicity is 1. The SMILES is C=CC(=O)OCCCCCC[C@H](C#N)[C@H](C#N)S(C)(=O)=O.CCN(CC)CC.

CARTESIAN COORDINATES (ANGSTROEM)
C  5.65  -4.63  -1.26
C  5.22  -3.80  -2.44
C  6.37  -2.84  -3.19
O  6.58  -3.08  -4.51
O  7.12  -1.83  -2.40
C  6.50  -0.49  -2.53
C  5.17  -0.32  -1.54
C  3.96  0.57  -2.25
C  2.81  -0.39  -2.98
C  1.59  -0.76  -1.90
C  0.39  0.32  -2.17
C  -1.13  -0.27  -2.05
C  -1.46  -0.43  -0.42
N  -2.10  -0.55  0.72
C  -1.41  -1.64  -2.91
C  -1.18  -1.23  -4.51
N  -1.05  -0.97  -5.79
S  -3.16  -2.30  -2.80
C  -3.03  -4.12  -2.31
O  -4.12  -1.47  -1.91
O  -3.82  -2.30  -4.24
H  5.96  -5.77  -1.40
H  5.73  -4.13  -0.18
H  4.11  -3.87  -2.81
H  7.32  0.29  -2.23
H  6.21  -0.32  -3.65
H  4.73  -1.35  -1.18
H  5.57  0.23  -0.57
H  3.45  1.21  -1.38
H  4.48  1.24  -3.07
H  2.40  0.14  -3.95
H  3.37  -1.37  -3.36
H  1.31  -1.88  -2.11
H  2.10  -0.67  -0.83
H  0.49  0.90  -3.20
H  0.48  1.17  -1.33
H  -1.85  0.56  -2.51
H  -0.69  -2.53  -2.68
H  -2.15  -4.58  -2.97
H  -2.72  -4.22  -1.19
H  -4.00  -4.74  -2.59
C  -3.18  3.08  6.88
C  -4.04  2.95  5.62
N  -3.47  3.63  4.45
C  -4.43  3.76  3.34
C  -4.92  2.48  2.69
C  -2.12  3.24  4.06
C  -1.86  1.76  3.76
H  -2.96  4.13  7.10
H  -3.71  2.66  7.74
H  -2.23  2.54  6.78
H  -5.01  3.40  5.86
H  -4.22  1.89  5.43
H  -4.00  4.41  2.57
H  -5.30  4.31  3.71
H  -4.16  2.03  2.05
H  -5.78  2.71  2.04
H  -5.27  1.74  3.41
H  -1.43  3.53  4.87
H  -1.79  3.83  3.20
H  -2.30  1.10  4.50
H  -0.79  1.57  3.75
H  -2.25  1.48  2.77

***

(7)
ORCA calculation (ωB97M-V/def2-TZVPD) on a molecular structure, C40H39BiClIN5OSSeSi in a non-equilibrium geometry.

As for the net charge: -1. As for the relative energy (zero: lowest compared OMol25 entry of this formula, charge and spin): 12.3 kcal per mole. The spin multiplicity is 1.

CARTESIAN COORDINATES (ANGSTROEM)
Bi  -0.74  0.03  -1.39
C  1.54  3.21  -1.39
C  2.27  2.11  -2.12
C  3.70  2.18  -2.25
C  4.39  1.22  -2.92
C  3.67  0.13  -3.48
C  4.30  -0.97  -4.14
C  3.54  -1.96  -4.67
C  2.12  -1.90  -4.58
C  1.49  -0.86  -3.93
S  -0.29  -0.81  -3.86
C  2.27  0.12  -3.34
N  1.64  1.13  -2.63
H  2.04  4.13  -1.54
H  1.54  3.03  -0.30
H  0.53  3.25  -1.84
H  4.15  2.84  -1.56
H  5.45  1.17  -2.96
H  5.37  -0.97  -4.30
H  3.97  -2.72  -5.27
H  1.48  -2.68  -5.02
Cl  -6.67  -3.28  1.65
C  -5.49  -2.56  0.59
C  -5.58  -2.85  -0.74
C  -4.67  -2.29  -1.66
I  -5.09  -2.62  -3.70
C  -3.60  -1.47  -1.26
O  -2.67  -0.99  -2.03
C  -3.56  -1.13  0.10
N  -2.62  -0.28  0.48
C  -2.64  0.23  1.69
C  -3.67  -0.04  2.57
C  -4.55  -1.08  2.29
C  -4.54  -1.62  1.04
H  -6.39  -3.46  -1.12
H  -1.75  0.83  1.97
H  -3.63  0.43  3.53
H  -5.22  -1.43  3.04
C  -0.32  -2.41  1.37
Si  0.20  -2.25  -0.38
C  2.09  -2.20  -0.43
C  -0.42  -3.71  -1.44
C  -1.76  -4.14  -1.35
C  -2.26  -5.03  -2.29
C  -1.45  -5.54  -3.29
C  -0.12  -5.16  -3.38
C  0.39  -4.23  -2.48
H  0.31  -3.11  1.90
H  -1.40  -2.65  1.60
H  -0.16  -1.45  1.85
H  2.44  -3.14  -0.06
H  2.48  -1.35  0.10
H  2.51  -2.11  -1.44
H  -2.39  -3.73  -0.59
H  -3.28  -5.39  -2.28
H  -1.83  -6.29  -3.98
H  0.51  -5.66  -4.13
H  1.44  -3.90  -2.54
N  -2.95  3.79  1.03
C  -3.34  3.13  -0.13
C  -4.43  2.30  -0.10
N  -4.82  1.65  -1.18
C  -4.14  1.83  -2.30
C  -3.07  2.69  -2.33
N  -2.59  3.32  -1.25
H  -3.05  3.37  1.90
H  -2.00  4.16  0.89
H  -4.97  2.10  0.79
H  -4.36  1.24  -3.24
H  -2.53  2.94  -3.24
C  4.22  3.82  6.52
C  3.64  3.14  5.31
C  4.16  1.96  4.78
C  3.55  1.32  3.70
C  4.13  -0.04  3.20
C  2.40  1.88  3.05
Se  1.32  1.01  1.71
C  2.02  3.15  3.50
C  0.83  3.88  2.94
C  2.60  3.69  4.61
H  4.74  4.75  6.27
H  4.93  3.13  6.96
H  3.44  4.06  7.25
H  4.98  1.47  5.23
H  4.80  -0.49  3.91
H  4.53  0.22  2.20
H  3.29  -0.66  2.99
H  -0.07  3.25  3.11
H  0.82  3.88  1.80
H  0.72  4.86  3.42
H  2.12  4.64  5.00

***

(8)
ORCA calculation (ωB97M-V/def2-TZVPD) on a gas-phase ion, C6H7O4 (charge +1) in a non-equilibrium geometry.

As for the net charge: +1. As for the relative energy (zero: lowest compared OMol25 entry of this formula, charge and spin): 43.2 kcal per mole. The spin multiplicity is 1.

CARTESIAN COORDINATES (ANGSTROEM)
C  -0.32  -0.03  -1.83
C  0.89  -0.38  0.82
C  -1.26  -1.79  1.26
C  -0.34  -1.13  0.53
C  -0.15  0.76  0.47
C  0.48  1.26  -1.86
O  -0.50  -0.82  -2.65
O  -2.56  -1.75  0.77
O  0.57  1.79  -0.54
O  -0.84  -0.12  -0.49
H  1.33  -0.51  1.91
H  1.81  -0.51  0.15
H  -1.04  -2.37  2.02
H  0.05  2.07  -2.66
H  1.37  0.96  -2.24
H  -3.19  -1.78  1.47
H  0.18  2.60  -0.19

***

(9)
ORCA calculation (ωB97M-V/def2-TZVPD) on a molecular structure, C7H16N2 in a non-equilibrium geometry.

As for the relative energy (zero: lowest compared OMol25 entry of this formula, charge and spin): 79.3 kcal per mole. The spin multiplicity is 1.

CARTESIAN COORDINATES (ANGSTROEM)
C  -1.58  -0.07  -0.19
C  -0.15  -0.52  -0.50
C  0.72  -0.81  1.78
C  2.53  1.23  -0.22
C  -1.66  1.45  0.00
C  -2.52  -0.53  -1.31
N  0.86  -0.13  0.49
C  2.29  -0.19  -0.06
N  3.08  -1.17  0.01
H  -1.91  -0.55  0.74
H  2.67  -2.01  0.41
H  -0.14  -1.61  -0.63
H  0.15  -0.08  -1.45
H  -0.25  -0.59  2.22
H  0.81  -1.90  1.68
H  1.51  -0.46  2.45
H  1.37  1.19  0.58
H  3.58  1.51  -0.31
H  1.94  1.67  -1.03
H  -2.24  -0.08  -2.26
H  -2.68  1.76  0.22
H  -1.34  1.96  -0.91
H  -1.02  1.79  0.81
H  -2.48  -1.62  -1.43
H  -3.55  -0.25  -1.09

***

(10)
ORCA calculation (ωB97M-V/def2-TZVPD) on a molecular structure, C28H44Cl4CuMgO22S in a non-equilibrium geometry.

For the total energy, the calculation gives -6827.77993 Eh. As for the net charge: +2. The spin multiplicity is 2.

CARTESIAN COORDINATES (ANGSTROEM)
Mg  -0.09  -2.43  -0.53
Cu  -1.86  2.54  -0.09
S  -0.99  -0.07  -0.21
O  -1.45  0.58  0.98
O  0.34  -0.62  -0.11
O  -1.68  -1.35  -0.52
O  -1.11  0.93  -1.29
C  2.39  0.20  2.12
C  1.84  1.19  3.21
C  0.33  1.15  3.30
O  0.05  1.13  4.72
C  1.18  0.96  5.37
O  1.21  0.74  6.58
O  2.22  0.83  4.51
H  1.88  -0.76  2.05
H  3.47  0.17  2.26
H  2.26  0.74  1.18
H  2.13  2.18  2.86
H  0.15  0.22  2.76
H  -0.02  1.98  2.68
C  -0.18  -2.23  5.89
C  0.02  -3.29  4.84
C  -1.23  -4.01  4.38
O  -1.34  -3.76  2.98
C  -0.30  -3.03  2.62
O  0.03  -2.72  1.50
O  0.39  -2.55  3.71
H  0.72  -1.65  6.05
H  -0.40  -2.78  6.81
H  -1.05  -1.64  5.63
H  0.84  -3.99  5.05
H  -2.16  -3.75  4.89
H  -1.09  -5.05  4.68
C  -4.66  3.31  6.03
C  -3.39  2.79  5.31
C  -3.39  1.31  4.94
O  -2.99  1.40  3.59
C  -3.00  2.63  3.14
O  -2.92  2.99  1.98
O  -3.24  3.50  4.15
H  -5.41  3.47  5.25
H  -4.51  4.29  6.47
H  -5.04  2.67  6.83
H  -2.46  3.08  5.78
H  -4.33  0.79  5.07
H  -2.56  0.87  5.50
C  1.43  -1.77  -6.95
C  1.73  -1.08  -5.64
C  0.69  -0.02  -5.37
O  0.18  -0.22  -4.07
C  0.66  -1.37  -3.61
O  0.36  -1.92  -2.53
O  1.62  -1.88  -4.46
H  2.25  -2.46  -7.17
H  1.53  -1.00  -7.72
H  0.45  -2.25  -6.91
H  2.74  -0.67  -5.57
H  -0.17  -0.02  -6.04
H  1.09  0.98  -5.57
C  5.75  -1.40  -2.74
C  5.37  -2.36  -1.59
C  5.40  -1.82  -0.19
O  4.03  -1.97  0.27
C  3.30  -2.52  -0.70
O  2.04  -2.75  -0.61
O  4.05  -2.82  -1.71
H  5.44  -0.36  -2.62
H  5.40  -1.76  -3.71
H  6.84  -1.34  -2.76
H  6.05  -3.22  -1.55
H  5.66  -0.76  -0.19
H  6.02  -2.30  0.57
C  -1.00  3.14  -6.69
C  -2.14  3.28  -5.70
C  -2.72  2.00  -5.18
O  -2.87  2.19  -3.81
C  -2.10  3.21  -3.42
O  -1.76  3.53  -2.27
O  -1.60  3.77  -4.51
H  -0.18  2.58  -6.24
H  -0.46  4.07  -6.89
H  -1.30  2.74  -7.66
H  -2.96  3.93  -5.99
H  -2.08  1.14  -5.36
H  -3.62  1.79  -5.75
Cl  -6.03  -2.88  0.96
C  -4.26  -2.81  1.10
C  -3.84  -1.72  2.12
Cl  -4.16  -2.05  3.84
H  -3.81  -2.72  0.11
H  -3.88  -3.78  1.45
H  -4.12  -0.71  1.84
H  -2.76  -1.64  2.04
Cl  3.24  1.84  -4.30
C  2.27  2.61  -3.08
C  2.22  1.74  -1.84
Cl  3.83  1.62  -1.15
H  1.28  2.88  -3.45
H  2.82  3.50  -2.78
H  1.91  0.72  -2.06
H  1.58  2.13  -1.05

***

(11)
ORCA calculation (ωB97M-V/def2-TZVPD) on a molecular structure, C5H10O.

As for the relative energy (zero: lowest compared OMol25 entry of this formula, charge and spin): 129.5 kcal per mole. The spin multiplicity is 1.

CARTESIAN COORDINATES (ANGSTROEM)
C  1.54  0.76  0.72
C  0.79  0.35  -0.58
C  -0.79  -0.43  -1.04
C  -1.09  -1.67  -0.21
C  -0.92  0.93  0.07
O  -1.84  0.54  -0.82
H  1.35  0.04  1.52
H  1.28  1.76  1.09
H  2.62  0.74  0.52
H  1.24  -0.59  -0.85
H  0.99  1.07  -1.38
H  -1.90  -2.19  -0.72
H  -0.23  -2.35  -0.19
H  -1.43  -1.50  0.83
H  -0.62  1.98  -0.03
H  -0.98  0.56  1.09

***

(12)
ORCA calculation (ωB97M-V/def2-TZVPD) on a single C5H9NO molecule.

As for the relative energy (zero: lowest compared OMol25 entry of this formula, charge and spin): 59.9 kcal per mole. The spin multiplicity is 1. The SMILES is O[C@H]1C[C@]2(CN2)C1.

CARTESIAN COORDINATES (ANGSTROEM)
O  0.86  1.94  1.70
C  0.32  1.38  0.53
C  1.16  0.33  -0.24
C  -0.10  -0.53  -0.34
C  -0.68  -1.21  -1.51
N  -0.09  -1.98  -0.41
C  -0.83  0.35  0.68
H  1.18  1.22  2.25
H  0.03  2.22  -0.10
H  1.91  -0.14  0.40
H  1.63  0.65  -1.17
H  -0.12  -1.25  -2.45
H  -1.76  -1.19  -1.63
H  -0.83  -2.37  0.18
H  -1.84  0.68  0.43
H  -0.84  -0.10  1.68